[1]
C31H29IN2O9 | wB97M-V/def2-TZVPD

The geometry in XYZ format:
```
72
C31H29IN2O9 | the Open Molecules 2025 dataset | wB97M-V/def2-TZVPD
N 5.87237 0.10820 -0.97095
C 6.80777 1.24176 -0.79292
C 6.26988 2.62154 -1.13738
C 5.37266 3.03083 0.04510
C 3.84305 3.04980 -0.12187
C 3.16869 2.03682 -1.06834
C 1.99063 1.31566 -0.43615
I 2.53869 -0.02439 1.15077
N 5.92714 2.20682 1.13164
C 7.00790 1.43778 0.71288
O 7.88304 0.98266 1.42847
H 6.25318 -0.67734 -0.45602
H 5.00488 0.31744 -0.49547
H 7.69825 0.97167 -1.34733
H 5.92933 2.81293 -2.15050
H 7.14752 3.26571 -1.02882
H 5.61233 4.06858 0.28980
H 3.61092 4.04887 -0.48593
H 3.38691 2.98195 0.86627
H 3.86473 1.33971 -1.52020
H 2.72280 2.59079 -1.89855
H 1.28956 2.01633 0.00334
H 1.48594 0.70331 -1.17391
H 6.07537 2.64685 2.02461
C -0.51549 0.30753 5.06224
C 0.24037 0.85701 4.11507
C -0.07915 2.19815 3.56278
O 0.59299 2.70745 2.68966
C -1.26669 2.90157 4.11190
C -2.01882 2.35078 5.05994
C -1.70198 1.00773 5.60955
O -2.39216 0.50729 6.47121
H -0.30836 -0.67296 5.47088
H 1.10327 0.35166 3.69761
H -1.47906 3.87808 3.69503
H -2.88913 2.84456 5.47333
C -1.12635 -0.81815 0.00308
C -1.91283 -0.75148 -1.06758
C -3.23355 -1.42429 -1.10301
O -3.94897 -1.35456 -2.08082
C -3.64793 -2.17783 0.10419
C -2.86544 -2.24787 1.17722
C -1.54388 -1.57095 1.21573
O -0.84554 -1.62260 2.20427
H -0.16359 -0.32091 0.03049
H -1.62759 -0.20423 -1.95733
H -4.61560 -2.66236 0.05643
H -3.14574 -2.79487 2.06696
C -4.39871 -7.56306 -0.94504
C -3.35696 -6.80704 -0.60952
C -3.36120 -5.99997 0.63538
O -2.41544 -5.30446 0.93718
C -4.57044 -6.06879 1.49349
C -5.61267 -6.82421 1.15860
C -5.60878 -7.63257 -0.08768
O -6.55677 -8.32154 -0.39137
H -4.41843 -8.15893 -1.84844
H -2.46514 -6.74068 -1.21943
H -4.55044 -5.47463 2.39870
H -6.50436 -6.88992 1.76878
C -1.38342 3.49264 -5.48712
C -0.55574 3.03694 -4.55127
C -1.07082 2.46117 -3.28553
O -0.31473 2.04422 -2.43120
C -2.54140 2.40919 -3.10051
C -3.37016 2.86389 -4.03596
C -2.85680 3.44216 -5.30398
O -3.60927 3.85650 -6.15640
H -1.03166 3.91712 -6.41863
H 0.52074 3.06162 -4.66397
H -2.89350 1.98241 -2.16970
H -4.44622 2.83493 -3.92368
```

## Properties
Electronic energy: -62121.360 eV
2S+1: 1

Just the Löwdin charges please, in e? Sure, here they are: atom 1 (N): 0.067, atom 2 (C): -0.285, atom 3 (C): -0.091, atom 4 (C): -0.297, atom 5 (C): -0.154, atom 6 (C): -0.293, atom 7 (C): -0.624, atom 8 (I): 0.927, atom 9 (N): 0.112, atom 10 (C): -0.444, atom 11 (O): 0.066, atom 12 (H): 0.082, atom 13 (H): -0.020, atom 14 (H): 0.142, atom 15 (H): 0.123, atom 16 (H): 0.123, atom 17 (H): 0.135, atom 18 (H): 0.110, atom 19 (H): 0.094, atom 20 (H): 0.080, atom 21 (H): 0.107, atom 22 (H): 0.042, atom 23 (H): 0.023, atom 24 (H): 0.144, atom 25 (C): 0.021, atom 26 (C): -0.004, atom 27 (C): -0.380, atom 28 (O): 0.072, atom 29 (C): 0.019, atom 30 (C): 0.019, atom 31 (C): -0.387, atom 32 (O): 0.104, atom 33 (H): 0.126, atom 34 (H): 0.042, atom 35 (H): 0.120, atom 36 (H): 0.120, atom 37 (C): 0.032, atom 38 (C): 0.022, atom 39 (C): -0.386, atom 40 (O): 0.098, atom 41 (C): 0.015, atom 42 (C): 0.013, atom 43 (C): -0.365, atom 44 (O): 0.091, atom 45 (H): 0.050, atom 46 (H): 0.101, atom 47 (H): 0.121, atom 48 (H): 0.117, atom 49 (C): 0.023, atom 50 (C): 0.023, atom 51 (C): -0.386, atom 52 (O): 0.099, atom 53 (C): 0.018, atom 54 (C): 0.023, atom 55 (C): -0.386, atom 56 (O): 0.112, atom 57 (H): 0.123, atom 58 (H): 0.123, atom 59 (H): 0.121, atom 60 (H): 0.123, atom 61 (C): 0.026, atom 62 (C): 0.023, atom 63 (C): -0.372, atom 64 (O): 0.088, atom 65 (C): 0.021, atom 66 (C): 0.032, atom 67 (C): -0.383, atom 68 (O): 0.115, atom 69 (H): 0.124, atom 70 (H): 0.122, atom 71 (H): 0.117, atom 72 (H): 0.126



[2]
C5H12O | wB97M-V/def2-TZVPD

The geometry in XYZ format:
```
18
C5H12O | the Open Molecules 2025 dataset | wB97M-V/def2-TZVPD
C -0.22280 -1.77836 2.10177
O 0.35523 -1.33373 0.90409
C -0.52216 -0.51439 0.17525
C 0.04140 -0.14433 -1.15277
C 1.55338 1.29314 -0.32871
C -0.84076 0.82934 -1.88439
H -0.50011 -0.93835 2.75993
H 0.51625 -2.40009 2.61190
H -1.12692 -2.37911 1.91120
H -1.45554 -1.06063 -0.07380
H -0.83984 0.34728 0.80174
H 1.27730 0.30304 -1.00466
H 1.92571 0.87626 0.60920
H 2.35554 1.73396 -0.93016
H 0.75044 2.01170 -0.16788
H -1.58569 0.22372 -2.41979
H -1.39768 1.55336 -1.26358
H -0.28376 1.37720 -2.64935
```

## Properties
Relative energy (zero: lowest compared OMol25 entry of this formula, charge and spin): 457.5 kJ/mol
2S+1: 1

Just the Löwdin charges please, in e? Sure, here they are: atom 1 (C): -0.125, atom 2 (O): -0.193, atom 3 (C): -0.335, atom 4 (C): -0.136, atom 5 (C): 0.000, atom 6 (C): -0.162, atom 7 (H): 0.088, atom 8 (H): 0.089, atom 9 (H): 0.089, atom 10 (H): 0.141, atom 11 (H): 0.127, atom 12 (H): 0.020, atom 13 (H): 0.056, atom 14 (H): 0.058, atom 15 (H): 0.048, atom 16 (H): 0.084, atom 17 (H): 0.074, atom 18 (H): 0.077



[3]
C2H8S | wB97M-V/def2-TZVPD

The geometry in XYZ format:
```
11
C2H8S | the Open Molecules 2025 dataset | wB97M-V/def2-TZVPD
S -1.68405 -3.12681 2.95910
H -1.16687 -1.91408 2.86682
H -0.76115 -3.70933 3.80682
C 0.85572 3.07844 -3.13812
C 2.36799 3.11112 -2.82063
H 0.20723 3.65676 -2.52167
H 0.49534 1.97513 -3.32806
H 0.62574 3.43166 -4.17878
H 2.61459 4.19626 -2.73571
H 2.58915 2.62012 -1.95641
H 2.99851 2.63507 -3.54615
```

## Properties
Expectation value of S²: 0.753
Net charge: +1
Relative energy (zero: lowest compared OMol25 entry of this formula, charge and spin): 149.1 kJ/mol
2S+1: 2

Just the Löwdin charges please, in e? Sure, here they are: atom 1 (S): 1.117, atom 2 (H): -0.086, atom 3 (H): -0.031, atom 4 (C): -0.179, atom 5 (C): -0.161, atom 6 (H): 0.037, atom 7 (H): 0.088, atom 8 (H): 0.065, atom 9 (H): 0.081, atom 10 (H): 0.013, atom 11 (H): 0.057



[4]
C5H13N2 | wB97M-V/def2-TZVPD

The geometry in XYZ format:
```
20
C5H13N2 | the Open Molecules 2025 dataset | wB97M-V/def2-TZVPD
C -3.27587 0.67754 -0.14937
C -2.17007 1.15627 0.80411
C -0.97416 0.31117 0.62623
C 0.26607 0.70300 0.05548
N 1.41442 -0.01812 -0.07792
C 1.58722 -1.08396 0.92426
N 3.54525 -0.90677 -1.61733
H -2.84117 0.69894 -1.21491
H -4.30347 1.20597 -0.09312
H -2.51696 1.32181 1.89600
H -1.97056 2.24848 0.35765
H -1.02617 -0.61767 1.14907
H 0.27552 1.76875 -0.26347
H 4.33503 -0.63748 -2.18629
H 0.79054 -1.86277 1.00410
H 1.70653 -0.72590 1.88940
H 2.58630 -1.58936 0.60798
H 3.26602 -1.86800 -1.95145
H -3.51953 -0.48687 0.07054
H 2.82506 -0.29503 -1.83097
```

## Properties
Net charge: +1
Relative energy (zero: lowest compared OMol25 entry of this formula, charge and spin): 596.5 kJ/mol
2S+1: 1

Just the Löwdin charges please, in e? Sure, here they are: atom 1 (C): -0.113, atom 2 (C): -0.243, atom 3 (C): 0.071, atom 4 (C): -0.065, atom 5 (N): 0.138, atom 6 (C): -0.075, atom 7 (N): 0.012, atom 8 (H): 0.103, atom 9 (H): 0.118, atom 10 (H): 0.174, atom 11 (H): 0.160, atom 12 (H): 0.123, atom 13 (H): 0.142, atom 14 (H): 0.022, atom 15 (H): 0.114, atom 16 (H): 0.079, atom 17 (H): 0.110, atom 18 (H): 0.055, atom 19 (H): 0.126, atom 20 (H): -0.050



[5]
C4H7I | wB97M-V/def2-TZVPD

The geometry in XYZ format:
```
12
C4H7I | the Open Molecules 2025 dataset | wB97M-V/def2-TZVPD
C -0.01057 -1.08728 0.71764
C 0.02333 -1.17683 -0.70672
C 0.50865 0.03695 -0.16295
C -0.13379 1.41181 0.00729
I 2.73370 -0.00668 -0.10137
H -0.91193 -0.93471 1.29535
H 0.61109 -1.61167 1.47461
H -0.06562 -1.75192 -1.55967
H -1.81532 -0.02646 -1.20159
H -1.28487 1.39420 0.08530
H 0.26765 2.05791 -0.78705
H 0.07769 1.69468 0.93915
```

## Properties
Relative energy (zero: lowest compared OMol25 entry of this formula, charge and spin): 481.0 kJ/mol
2S+1: 1

Just the Löwdin charges please, in e? Sure, here they are: atom 1 (C): -0.238, atom 2 (C): -0.132, atom 3 (C): -0.851, atom 4 (C): -0.141, atom 5 (I): 0.744, atom 6 (H): 0.099, atom 7 (H): 0.100, atom 8 (H): 0.061, atom 9 (H): 0.174, atom 10 (H): 0.086, atom 11 (H): 0.081, atom 12 (H): 0.016



[6]
C5H10O2 | wB97M-V/def2-TZVPD

The geometry in XYZ format:
```
17
C5H10O2 | the Open Molecules 2025 dataset | wB97M-V/def2-TZVPD
C 0.12901 -0.88173 -2.47034
C -0.22187 -0.83038 -1.03810
C 0.64657 -0.32925 -0.13047
O 1.47860 0.78674 -0.43408
C 0.76786 -0.66896 1.37817
C -0.33654 -0.42791 2.17634
H 1.16947 -1.18855 -2.55074
H 0.08095 0.12252 -2.87379
H -0.43940 -1.53636 -3.20547
H -1.06781 -1.36690 -0.57868
H 1.08350 1.65347 -0.30029
H 1.88506 -0.94093 1.43580
H -1.19639 -0.18025 1.58734
H -0.48927 -0.72348 3.23558
H -0.67113 1.60217 1.06214
H -1.71706 2.44036 1.75381
O -1.10156 2.46943 0.95279
```

## Properties
Relative energy (zero: lowest compared OMol25 entry of this formula, charge and spin): 375.3 kJ/mol
2S+1: 1

Just the Löwdin charges please, in e? Sure, here they are: atom 1 (C): -0.105, atom 2 (C): -0.104, atom 3 (C): -0.347, atom 4 (O): -0.018, atom 5 (C): -0.070, atom 6 (C): -0.006, atom 7 (H): 0.077, atom 8 (H): 0.070, atom 9 (H): 0.097, atom 10 (H): 0.114, atom 11 (H): 0.092, atom 12 (H): 0.135, atom 13 (H): 0.038, atom 14 (H): 0.065, atom 15 (H): -0.027, atom 16 (H): 0.079, atom 17 (O): -0.091



[7]
C3H14N2O2S | wB97M-V/def2-TZVPD

The geometry in XYZ format:
```
22
C3H14N2O2S | the Open Molecules 2025 dataset | wB97M-V/def2-TZVPD
N -0.07722 0.71939 1.45421
C 0.70485 -0.35324 1.37685
C 2.20190 0.09098 0.66977
S 2.39090 0.11180 -1.01668
C 0.13085 -1.48293 0.48369
N -1.27818 -1.75680 0.81744
H -0.25386 0.92444 2.42943
H 0.72740 3.98847 -1.68880
H 0.79620 3.24357 -1.66624
H 1.01247 -0.77569 2.33354
H 2.53170 1.00178 1.16453
H 2.82439 -0.72112 1.07357
H 0.63728 -2.41016 0.68798
H 0.34705 -1.33975 -0.58757
H -1.80960 -1.96115 -0.00692
H -1.66496 -0.95486 1.29969
H 0.05949 0.93704 -1.54938
H -0.68306 1.10007 -0.22214
O -0.82986 1.08801 -1.19336
H -3.20447 -0.43255 -2.45255
H -1.96345 -0.15592 -1.56654
O -2.59981 -0.86138 -1.84053
```

## Properties
Relative energy (zero: lowest compared OMol25 entry of this formula, charge and spin): 470.2 kJ/mol
2S+1: 1

Just the Löwdin charges please, in e? Sure, here they are: atom 1 (N): 0.136, atom 2 (C): -0.423, atom 3 (C): -0.611, atom 4 (S): 0.683, atom 5 (C): -0.254, atom 6 (N): 0.027, atom 7 (H): 0.089, atom 8 (H): 0.035, atom 9 (H): 0.006, atom 10 (H): 0.133, atom 11 (H): 0.060, atom 12 (H): 0.075, atom 13 (H): 0.103, atom 14 (H): 0.068, atom 15 (H): 0.042, atom 16 (H): 0.055, atom 17 (H): -0.029, atom 18 (H): 0.003, atom 19 (O): -0.114, atom 20 (H): 0.030, atom 21 (H): -0.016, atom 22 (O): -0.101



[8]
C7H8F2N2 | wB97M-V/def2-TZVPD

The geometry in XYZ format:
```
19
C7H8F2N2 | the Open Molecules 2025 dataset | wB97M-V/def2-TZVPD
C -2.92784 0.04003 0.19422
C -1.94458 0.87661 -0.44650
C -2.39857 -1.14512 0.66732
C -0.60681 0.65553 -0.45350
C -1.02239 -1.41185 0.70382
C -0.11927 -0.52768 0.12532
C 1.35486 -0.72500 0.19242
N 3.54611 -0.26673 -0.37365
N 2.28818 0.05436 -0.19727
F 1.82050 2.49419 0.32741
F 1.59304 -2.08037 0.51520
H -3.96425 0.37825 0.27307
H -2.43357 1.79235 -0.98814
H -2.97244 -1.91896 1.03874
H 0.07394 1.30413 -0.94605
H -0.74841 -2.32358 1.14791
H 4.17432 0.46098 -0.58824
H 4.09329 -1.08132 -0.10525
H 1.67387 1.61945 0.12586
```

## Properties
Relative energy (zero: lowest compared OMol25 entry of this formula, charge and spin): 0.0 kJ/mol
2S+1: 1

Just the Löwdin charges please, in e? Sure, here they are: atom 1 (C): -0.054, atom 2 (C): -0.082, atom 3 (C): -0.082, atom 4 (C): -0.057, atom 5 (C): -0.018, atom 6 (C): -0.143, atom 7 (C): -0.217, atom 8 (N): 0.055, atom 9 (N): -0.012, atom 10 (F): -0.083, atom 11 (F): 0.015, atom 12 (H): 0.106, atom 13 (H): 0.138, atom 14 (H): 0.078, atom 15 (H): 0.097, atom 16 (H): 0.098, atom 17 (H): 0.086, atom 18 (H): 0.118, atom 19 (H): -0.041



no.,largest force on an atom (eV Å⁻¹)
1,0.85
2,0.33
3,4.15
4,4.90
5,4.28
6,3.31
7,3.26
8,4.44